1.
The following is a quantum chemistry calculation of a cluster of 2 separate species, C20H30F2NO5P in total, from the OMol25 dataset.

CARTESIAN COORDINATES (ANGSTROEM)
C: 5.036 0.306 0.443
C: 3.985 -0.780 0.610
N: 3.134 -0.924 -0.589
C: 1.921 -0.226 -0.557
C: 0.704 -0.737 -0.350
C: 0.413 -2.167 -0.008
C: -0.414 -2.944 -1.015
F: -0.276 -2.143 1.220
C: -0.465 0.189 -0.482
O: -1.543 -0.231 -0.843
C: -0.249 1.616 -0.094
P: -1.565 2.553 0.803
C: -1.560 1.477 2.309
C: -3.140 2.128 -0.093
C: -4.051 1.043 0.475
C: 0.966 2.152 -0.312
C: 1.338 3.567 0.079
C: 1.912 3.580 1.518
C: 2.207 4.339 -0.939
C: 3.729 4.172 -0.834
C: 1.987 1.244 -0.938
O: 2.795 1.615 -1.752
H: 5.744 0.047 -0.344
H: 5.585 0.450 1.375
H: 4.572 1.254 0.176
H: 4.463 -1.744 0.783
H: 3.369 -0.574 1.493
H: 2.978 -1.898 -0.800
H: 1.349 -2.689 0.198
H: -0.240 -2.571 -2.024
H: -0.171 -4.005 -0.985
H: -1.468 -2.811 -0.790
H: -0.519 1.263 2.555
H: -2.077 0.526 2.182
H: -1.996 2.021 3.148
H: -2.870 1.878 -1.121
H: -3.688 3.072 -0.135
H: -4.187 1.143 1.553
H: -3.655 0.051 0.266
H: -5.041 1.114 0.021
H: 0.386 4.093 0.120
H: 1.990 2.575 1.939
H: 2.904 4.027 1.557
H: 1.262 4.151 2.183
H: 1.953 5.395 -0.823
H: 1.883 4.060 -1.942
H: 4.007 3.290 -0.259
H: 4.175 4.047 -1.819
H: 4.200 5.034 -0.359
O: -2.663 -7.513 -0.963
C: -3.316 -6.535 -0.844
O: -2.823 -5.283 -0.684
C: -3.903 -4.351 -0.755
C: -5.100 -5.220 -0.417
F: -6.205 -4.867 -1.115
O: -4.678 -6.503 -0.830
H: -3.993 -3.971 -1.774
H: -3.733 -3.533 -0.060
H: -5.358 -5.254 0.643

Frontier orbital gap: 7.771 eV
Electronic energy: -1752.0952 Eh
LUMO energy: -0.81 eV
HOMO: -8.6 eV
SMILES: CCNC1=C([C@H](C)F)C(=O)C(P(C)CC)=C([C@@H](C)CC)C1=O.O=C1OC[C@@H](F)O1

2.
The following is a quantum chemistry calculation of the molecule C4H10N2O in a non-equilibrium geometry, from the OMol25 dataset.

CARTESIAN COORDINATES (ANGSTROEM)
C: -0.679 1.367 1.518
N: 0.196 0.603 0.663
C: 0.823 -0.577 1.213
C: -0.206 0.534 -0.724
C: -0.403 -0.869 -1.299
N: 0.253 -1.109 -2.494
O: -1.122 -1.663 -0.748
H: -0.475 2.432 1.333
H: -0.424 1.238 2.569
H: -1.750 1.211 1.365
H: 0.092 -1.347 1.512
H: 1.394 -1.074 0.462
H: 1.472 -0.403 2.061
H: -1.223 0.951 -0.779
H: 0.396 1.190 -1.361
H: 0.655 -2.031 -2.613
H: 1.002 -0.453 -2.678

Frontier orbital gap: 9.034 eV
Electronic energy: -343.1428 Eh
LUMO energy: 0.85 eV
HOMO: -8.2 eV
SMILES: CN(C)CC(N)=O
Energy relative to the best compared isomer or geometry (same formula, charge and spin): 36.8 kcal per mole

3.
The following is a quantum chemistry calculation of a structure of composition C30H45LuNO2P2S2 in a non-equilibrium geometry, from the OMol25 dataset.

CARTESIAN COORDINATES (ANGSTROEM)
Lu: 0.640 -0.128 0.194
C: -0.881 1.878 -0.059
C: -1.665 0.899 0.640
C: 0.126 1.454 1.977
C: 0.219 2.235 0.779
C: -1.020 0.594 1.875
C: -1.326 2.673 -1.235
H: -1.964 2.066 -1.884
H: -0.460 3.018 -1.810
H: -1.901 3.566 -0.933
C: 1.112 3.422 0.628
H: 0.862 3.985 -0.275
H: 2.175 3.132 0.584
H: 0.979 4.101 1.492
C: 0.931 1.692 3.197
H: 0.320 2.155 3.994
H: 1.794 2.348 2.995
H: 1.321 0.745 3.593
C: -1.511 -0.310 2.954
H: -2.075 0.213 3.745
H: -0.659 -0.804 3.435
H: -2.170 -1.070 2.523
C: -3.004 0.407 0.226
H: -3.830 0.967 0.697
H: -3.137 -0.645 0.508
H: -3.152 0.496 -0.853
C: -0.086 -3.837 -5.500
C: -1.297 -3.319 -5.759
C: -2.580 -4.080 -5.687
C: -2.553 -5.267 -4.687
C: -1.901 -5.007 -3.367
C: -0.682 -5.470 -3.011
C: 0.383 -5.886 -3.970
C: 0.283 -5.279 -5.396
H: -2.846 -4.498 -6.677
H: -2.109 -6.140 -5.178
H: -3.400 -3.390 -5.422
H: -0.354 -5.917 -6.021
H: 0.787 -3.185 -5.574
H: -1.384 -2.322 -6.220
H: 1.298 -5.361 -5.808
H: 1.370 -5.642 -3.544
H: -0.425 -5.680 -1.957
H: 0.375 -6.983 -4.083
H: -3.602 -5.530 -4.493
H: -2.558 -4.526 -2.631
P: -0.102 -0.849 -2.553
C: 0.978 -0.910 -4.035
C: -1.835 -0.981 -3.178
P: -0.174 -2.772 -0.202
C: 0.262 -2.615 -2.015
C: -1.711 -3.766 -0.122
C: 1.229 -3.804 0.344
H: 2.037 -0.846 -3.746
H: 0.754 -0.080 -4.718
H: 0.811 -1.863 -4.552
H: -1.997 -1.910 -3.762
H: -2.026 -0.115 -3.833
H: -2.533 -0.961 -2.321
H: 1.541 -4.462 -0.481
H: 0.931 -4.400 1.217
H: 2.068 -3.151 0.628
H: 1.334 -2.823 -2.144
H: -0.270 -3.332 -2.667
H: -1.802 -4.181 0.899
H: -1.708 -4.586 -0.861
H: -2.571 -3.101 -0.329
O: 4.707 -1.509 3.034
S: 3.836 -0.350 2.987
O: 3.135 0.065 4.182
N: 2.759 -0.431 1.621
C: 3.339 0.247 0.595
S: 2.895 -0.075 -1.031
C: 4.312 1.262 0.988
C: 4.786 2.389 0.296
C: 5.617 3.301 0.961
C: 5.984 3.078 2.297
C: 5.483 1.966 2.992
C: 4.648 1.078 2.326
H: 4.556 2.486 -0.766
H: 6.051 4.148 0.424
H: 6.693 3.753 2.784
H: 5.739 1.765 4.025

Frontier orbital gap: 7.314 eV
Total charge: +1
Electronic energy: -4089.8017 Eh
LUMO energy: -3.49 eV
HOMO: -10.8 eV